(1)
# C6H10N

A gas-phase ion, C6H10N (charge +1) (ωB97M-V/def2-TZVPD, the OMol25 dataset).

Cartesian coordinates (Å):
C: -0.82 2.03 0.05
C: -0.24 0.62 0.23
C: -0.17 -0.39 -0.65
C: -0.70 -0.95 -1.89
N: 0.95 -1.32 0.34
C: 1.30 -0.59 1.61
C: 0.53 0.47 1.55
H: -0.66 2.34 1.11
H: -1.83 2.07 -0.26
H: -0.09 2.50 -0.64
H: -1.54 -0.28 -2.12
H: -1.11 -1.95 -1.65
H: 0.03 -1.10 -2.68
H: 1.58 -1.59 -0.34
H: 0.35 -2.20 0.62
H: 1.91 -0.86 2.38
H: 0.49 1.21 2.34

- Energy: -7864.882 eV
- HOMO-LUMO gap: 10.277 eV
- Max |F|: 5.1 eV/Å
- Charge: +1
- Energy above the lowest of the compared OMol25 structures with the same formula, charge and spin: 141.4 kJ/mol
- Molar mass: 96.153 g mol⁻¹
- SMILES: CC1=C(C)[NH2+]C=C1

(2)
# C6H14N2O2

2 unconnected molecules or ions with the total composition C6H14N2O2 (ωB97M-V/def2-TZVPD, the OMol25 dataset).

Cartesian coordinates (Å):
C: 0.56 -1.27 -1.43
C: -0.60 -0.82 -0.59
O: -1.75 -0.85 -0.97
C: -0.27 -0.63 0.94
C: -1.53 -0.26 1.72
C: 0.33 -1.93 1.49
H: 0.78 -2.31 -1.21
H: 0.30 -1.20 -2.48
H: 1.44 -0.67 -1.21
H: 0.48 0.15 1.04
H: -1.97 0.65 1.33
H: -1.30 -0.11 2.77
H: -2.28 -1.04 1.63
H: 1.32 -2.11 1.09
H: 0.43 -1.85 2.57
H: -0.31 -2.77 1.26
H: -1.44 1.78 -1.96
N: -0.47 1.78 -1.69
C: -0.21 2.24 -0.54
O: 1.03 2.38 -0.10
N: 2.05 1.88 -0.98
H: -0.90 2.56 0.25
H: 1.58 1.76 -1.88
H: 2.73 2.64 -1.05

- Energy: -13522.396 eV
- HOMO-LUMO gap: 10.087 eV
- Max |F|: 2.0 eV/Å
- Energy above the lowest of the compared OMol25 structures with the same formula, charge and spin: 311.5 kJ/mol
- Molar mass: 146.190 g mol⁻¹
- SMILES: CC(=O)C(C)C.[H]/N=C/ON

(3)
# C3H9NS

2 unconnected molecules or ions with the total composition C3H9NS (ωB97M-V/def2-TZVPD, the OMol25 dataset).

Cartesian coordinates (Å):
C: -2.61 0.02 0.19
C: -1.09 -0.26 0.21
C: -0.55 -0.67 -1.19
S: 2.74 0.16 0.43
N: -0.35 0.86 0.69
H: -2.81 1.03 0.52
H: -3.05 -0.13 -0.79
H: -3.09 -0.65 0.89
H: -0.86 -1.08 0.89
H: -0.78 0.09 -1.94
H: -0.97 -1.63 -1.48
H: 0.54 -0.75 -1.16
H: 0.67 0.68 0.89
H: -0.40 1.73 0.15

- Energy: -15570.975 eV
- HOMO-LUMO gap (alpha / beta): 7.090 / 7.498 eV
- Max |F|: 2.3 eV/Å
- Charge: +1
- Energy above the lowest of the compared OMol25 structures with the same formula, charge and spin: 254.9 kJ/mol
- Molar mass: 91.179 g mol⁻¹
- 2S+1: 2
- <S²>: 1.7537

(4)
# C28H37Cl51NPS

18 unconnected molecules or ions with the total composition C28H37Cl51NPS (ωB97M-V/def2-TZVPD, the OMol25 dataset).

Cartesian coordinates (Å):
C: -1.15 -0.08 0.07
C: -1.15 0.63 -1.44
S: -2.25 2.19 -1.42
C: -1.03 3.64 -1.66
P: -1.24 4.99 -0.33
C: 0.29 6.13 -0.19
C: 1.67 5.33 0.29
C: 2.58 5.00 -1.04
C: 3.94 4.12 -0.72
N: 3.58 2.65 -0.78
C: 3.91 1.94 -2.09
C: 3.45 0.36 -2.05
C: 2.79 0.22 -0.54
C: 2.93 1.71 0.21
H: -0.28 -0.89 0.10
H: -2.17 -0.64 0.25
H: -0.97 0.81 0.83
H: -0.07 0.91 -1.79
H: -1.60 -0.20 -2.17
H: -1.26 4.05 -2.76
H: 0.05 3.17 -1.66
H: -2.37 5.80 -0.82
H: -0.01 6.98 0.60
H: 0.51 6.71 -1.20
H: 2.27 6.12 0.95
H: 1.42 4.41 0.95
H: 2.90 6.03 -1.52
H: 1.88 4.44 -1.82
H: 4.67 4.32 -1.65
H: 4.43 4.46 0.29
H: 4.45 2.44 -3.02
H: 3.59 -0.44 -2.90
H: 2.33 -0.78 -0.14
H: 2.61 1.97 1.30
C: -1.26 -4.24 1.06
Cl: -1.46 -5.93 0.57
Cl: 0.28 -3.59 0.47
Cl: -2.61 -3.26 0.48
H: -1.25 -4.20 2.15
C: -5.21 0.24 1.84
Cl: -5.15 -0.14 0.11
Cl: -6.82 0.82 2.30
Cl: -4.77 -1.18 2.80
H: -4.48 1.03 2.05
C: -4.20 -8.00 -1.86
Cl: -2.93 -8.67 -0.83
Cl: -3.66 -6.49 -2.61
Cl: -4.68 -9.17 -3.10
H: -5.07 -7.78 -1.24
C: -3.08 2.68 4.95
Cl: -3.02 2.31 3.22
Cl: -4.69 3.26 5.41
Cl: -2.64 1.26 5.91
H: -2.35 3.47 5.16
C: 1.17 6.18 4.25
Cl: 2.88 5.72 4.33
Cl: 0.92 7.44 3.04
Cl: 0.16 4.77 3.90
H: 0.87 6.58 5.23
C: -5.02 -7.50 2.35
Cl: -3.75 -8.17 3.39
Cl: -4.48 -5.99 1.60
Cl: -5.50 -8.68 1.11
H: -5.89 -7.28 2.97
C: 4.84 -2.05 -5.53
Cl: 6.57 -2.38 -5.38
Cl: 3.92 -2.94 -4.30
Cl: 4.52 -0.31 -5.41
H: 4.51 -2.39 -6.52
C: -8.76 -1.56 -0.31
Cl: -8.70 -1.93 -2.04
Cl: -10.37 -0.97 0.14
Cl: -8.32 -2.98 0.65
H: -8.03 -0.76 -0.10
C: -0.46 5.43 7.98
Cl: 1.25 4.97 8.06
Cl: -0.71 6.69 6.76
Cl: -1.47 4.02 7.63
H: -0.76 5.83 8.96
C: -5.91 -4.13 5.27
Cl: -6.10 -5.82 4.77
Cl: -4.36 -3.49 4.68
Cl: -7.26 -3.15 4.68
H: -5.90 -4.09 6.36
C: 5.65 -5.68 -6.89
Cl: 5.00 -7.32 -7.02
Cl: 7.19 -5.54 -7.76
Cl: 4.48 -4.49 -7.50
H: 5.83 -5.46 -5.83
C: -8.48 3.89 0.97
Cl: -9.13 2.25 0.83
Cl: -6.94 4.02 0.10
Cl: -9.65 5.08 0.36
H: -8.30 4.10 2.02
C: 3.34 2.07 6.66
Cl: 4.13 3.29 7.68
Cl: 1.58 2.15 6.83
Cl: 3.82 2.28 4.97
H: 3.67 1.08 7.00
C: -11.03 -3.11 3.68
Cl: -10.56 -4.39 2.55
Cl: -10.21 -1.59 3.27
Cl: -12.79 -2.88 3.68
H: -10.72 -3.40 4.69
C: 7.51 5.85 -0.92
Cl: 7.32 4.16 -1.42
Cl: 9.05 6.49 -1.51
Cl: 6.16 6.83 -1.51
H: 7.52 5.89 0.17
C: 10.86 -6.41 -6.27
Cl: 11.14 -5.90 -7.94
Cl: 9.93 -5.19 -5.39
Cl: 10.03 -7.98 -6.22
H: 11.83 -6.52 -5.78
C: 12.09 -3.22 -10.57
Cl: 12.87 -1.99 -9.55
Cl: 10.33 -3.13 -10.40
Cl: 12.56 -3.01 -12.27
H: 12.42 -4.20 -10.24

- Energy: -689883.253 eV
- HOMO-LUMO gap: 7.879 eV
- Max |F|: 6.4 eV/Å
- Energy above the lowest of the compared OMol25 structures with the same formula, charge and spin: 837.5 kJ/mol
- Molar mass: 2258.755 g mol⁻¹

(5)
# C19H40N3O7S3

4 unconnected molecules or ions with the total composition C19H40N3O7S3 (ωB97M-V/def2-TZVPD, the OMol25 dataset).

Cartesian coordinates (Å):
N: 1.62 1.07 -2.15
C: 1.10 1.08 -0.94
N: -0.04 0.57 -0.59
C: 0.07 0.15 0.85
C: 1.50 0.48 1.18
C: 2.60 -0.53 0.89
C: 2.85 -1.57 1.98
C: 4.07 -2.42 1.58
C: 3.80 -3.79 0.91
O: 2.44 -4.05 0.63
N: 1.66 1.60 0.17
H: 1.59 0.22 -2.69
H: 2.08 1.87 -2.56
H: -0.42 -0.17 -1.17
H: -0.66 0.75 1.38
H: -0.29 -0.85 1.03
H: 1.59 0.96 2.14
H: 3.51 0.04 0.78
H: 2.42 -1.09 -0.03
H: 1.94 -2.14 2.14
H: 3.09 -1.06 2.90
H: 4.68 -2.59 2.45
H: 4.67 -1.82 0.90
H: 4.19 -4.58 1.53
H: 4.35 -3.82 -0.02
H: 2.26 -3.86 -0.29
H: 2.62 1.90 0.04
C: -0.42 7.04 0.61
C: -0.49 5.85 -0.35
C: -0.29 4.57 0.48
S: -0.89 4.95 2.13
O: 0.23 4.90 3.04
O: -2.09 4.20 2.38
C: -1.29 6.66 1.81
H: -0.76 7.96 0.15
H: 0.61 7.19 0.94
H: -1.47 5.82 -0.83
H: 0.25 5.92 -1.14
H: -0.86 3.73 0.09
H: 0.76 4.31 0.57
H: -1.10 7.25 2.70
H: -2.35 6.70 1.55
C: -0.44 -5.55 3.73
C: -1.95 -5.77 3.53
C: -2.58 -4.39 3.25
S: -1.29 -3.41 2.48
O: -0.94 -2.31 3.35
O: -1.62 -3.17 1.09
C: -0.01 -4.64 2.58
H: 0.11 -6.49 3.72
H: -0.26 -5.06 4.68
H: -2.11 -6.43 2.68
H: -2.40 -6.23 4.40
H: -3.42 -4.46 2.58
H: -2.87 -3.89 4.17
H: 0.94 -4.14 2.75
H: 0.01 -5.17 1.63
C: -2.89 -0.36 -5.32
C: -3.19 0.88 -4.48
C: -1.88 1.31 -3.81
S: -0.56 0.76 -4.91
O: 0.22 -0.26 -4.23
O: 0.08 1.90 -5.51
C: -1.62 -0.04 -6.10
H: -3.72 -0.61 -5.99
H: -2.73 -1.22 -4.67
H: -3.55 1.68 -5.13
H: -3.96 0.69 -3.73
H: -1.81 2.39 -3.70
H: -1.74 0.83 -2.85
H: -1.12 -0.92 -6.50
H: -1.82 0.67 -6.90

- Energy: -71653.538 eV
- HOMO-LUMO gap: 9.887 eV
- Max |F|: 3.8 eV/Å
- Charge: +1
- Molar mass: 518.744 g mol⁻¹

(6)
# C28H25Cl2N7O2Pt

A molecular structure, C28H25Cl2N7O2Pt (ωB97M-V/def2-TZVPD, the OMol25 dataset).

Cartesian coordinates (Å):
Pt: 0.90 -0.83 -0.20
C: -2.69 2.80 -4.87
C: -2.35 2.23 -3.53
C: -2.02 3.05 -2.45
C: -1.66 2.50 -1.24
C: -1.62 1.11 -1.04
N: -1.10 0.63 0.16
C: -1.58 1.26 1.28
C: -2.94 1.63 1.35
C: -3.49 2.25 2.45
C: -2.70 2.56 3.55
C: -3.26 3.24 4.76
C: -1.36 2.19 3.51
C: -0.80 1.54 2.43
N: 0.58 1.24 2.52
C: 1.55 2.09 2.95
C: 2.67 1.34 3.19
C: 2.27 0.02 2.88
N: 1.02 -0.03 2.48
C: -1.96 0.28 -2.12
C: -2.32 0.86 -3.34
N: -2.02 -1.12 -2.02
C: -2.76 -1.98 -2.76
C: -2.46 -3.25 -2.34
C: -1.50 -3.07 -1.33
N: -1.26 -1.79 -1.14
H: -2.83 3.88 -4.82
H: -3.61 2.36 -5.27
H: -1.90 2.59 -5.59
H: -2.00 4.12 -2.58
H: -1.33 3.13 -0.44
H: -3.57 1.39 0.50
H: -4.54 2.50 2.45
H: -4.32 3.46 4.63
H: -2.75 4.18 4.95
H: -3.15 2.62 5.65
H: -0.72 2.38 4.37
H: 1.37 3.15 3.01
H: 3.63 1.69 3.52
H: 2.84 -0.90 2.92
H: -2.55 0.21 -4.17
H: -3.46 -1.64 -3.50
H: -2.87 -4.17 -2.71
H: -0.98 -3.79 -0.72
N: 3.29 -0.48 -0.39
C: 3.55 0.96 -0.43
C: 2.30 1.77 -0.76
O: 2.40 2.98 -0.83
O: 1.21 1.11 -0.97
H: 3.86 -0.96 0.30
H: 3.43 -0.93 -1.29
H: 4.33 1.23 -1.15
H: 3.89 1.29 0.55
Cl: 2.09 -3.05 -2.67
C: 2.69 -3.91 -1.29
C: 3.61 -4.92 -1.49
C: 4.10 -5.64 -0.41
C: 3.65 -5.36 0.87
C: 2.72 -4.36 1.06
Cl: 2.19 -3.99 2.68
C: 2.20 -3.58 0.00
N: 1.30 -2.62 0.23
H: 3.93 -5.13 -2.50
H: 4.82 -6.43 -0.57
H: 4.02 -5.90 1.73

- Energy: -72254.943 eV
- HOMO-LUMO gap (alpha / beta): 7.486 / 6.088 eV
- Max |F|: 0.6 eV/Å
- Energy above the lowest of the compared OMol25 structures with the same formula, charge and spin: 77.7 kJ/mol
- Molar mass: 757.539 g mol⁻¹
- 2S+1: 5
- <S²>: 6.0788